Molecular formula: C7H15N2PS2
Method: DFT, the ωB97M-V functional and the def2-TZVPD basis

```
27
C7H15N2PS2 the ωB97M-V functional and the def2-TZVPD basis
C 1.258 -1.248 -1.767
C 0.509 -1.574 -0.459
C 2.323 -0.131 0.034
C 0.924 1.185 -1.364
C 1.969 0.070 -1.438
C 0.882 -0.405 0.458
C 0.182 0.893 -0.018
N -1.858 1.232 3.169
N -1.209 0.890 -0.241
P -2.362 0.479 1.920
S -4.347 0.816 1.160
S -2.262 -1.534 2.418
H 1.985 -2.026 -2.003
H 0.589 -1.146 -2.622
H -0.568 -1.671 -0.605
H 0.855 -2.513 -0.026
H 2.984 -0.979 0.200
H 2.745 0.757 0.503
H 1.385 2.172 -1.335
H 0.229 1.164 -2.203
H 2.792 0.302 -2.113
H 0.711 -0.597 1.518
H 0.389 1.693 0.703
H -1.929 2.233 3.182
H -1.500 0.055 -0.746
H -3.881 1.814 0.418
H -2.792 -1.931 1.258
```

HOMO energy (alpha / beta) = -8.24 / -8.24 eV
HOMO-LUMO gap (alpha / beta) = 0.27938 / 0.27932 hartree
LUMO level (alpha / beta) = -0.641 / -0.640 eV

=====

Molecular formula: C7H15N2Pd
Method: DFT, the ωB97M-V functional and the def2-TZVPD basis

```
25
C7H15N2Pd the ωB97M-V functional and the def2-TZVPD basis
C 0.961 -1.981 0.478
Pd -0.214 0.324 0.137
N -1.546 1.666 -0.947
H 0.436 -0.752 -1.154
H -2.374 2.003 -0.466
H 0.292 -2.211 -0.272
H 0.815 -2.898 1.092
H 0.919 -1.146 1.263
H 1.921 -1.864 0.012
H -0.986 2.382 -1.323
H -1.778 0.941 -1.666
N 0.315 1.848 1.593
C 1.611 1.770 2.248
C 2.705 1.529 1.494
C 3.959 1.378 2.094
C 4.085 1.515 3.515
C 2.913 1.779 4.269
C 1.669 1.885 3.649
H 0.310 2.704 1.035
H -0.385 2.068 2.339
H 2.615 1.447 0.381
H 4.865 1.178 1.520
H 5.048 1.455 3.990
H 3.006 1.911 5.376
H 0.760 2.075 4.219
```

HOMO energy (alpha / beta) = -8.17 / -12.65 eV
HOMO-LUMO gap (alpha / beta) = 0.18590 / 0.24242 hartree
spin multiplicity = 5
ΔE to the lowest compared entry with this formula, charge and spin = 0.0 kJ/mol
LUMO level (alpha / beta) = -3.109 / -6.053 eV
charge = +1

=====

Molecular formula: C7H15N3
Method: DFT, the ωB97M-V functional and the def2-TZVPD basis

```
25
C7H15N3 the ωB97M-V functional and the def2-TZVPD basis
C 0.999 0.656 1.823
C 2.500 0.684 0.290
C 0.477 -0.213 0.703
C 0.201 -2.679 -0.139
C 0.526 -1.774 1.037
C -0.960 0.310 0.050
C -0.900 1.553 -0.985
N 2.154 1.093 1.558
N 1.674 -0.134 -0.272
N -2.292 2.063 -1.274
H 0.436 0.981 2.784
H 3.425 1.012 -0.302
H -0.883 -2.588 -0.249
H 0.582 -3.728 -0.004
H 0.476 -2.319 -1.153
H 1.625 -1.866 1.391
H -0.129 -2.117 1.828
H -1.708 0.390 0.907
H -1.277 -0.557 -0.584
H -0.368 2.357 -0.598
H -0.403 1.217 -1.818
H 1.709 -0.833 -1.091
H -2.868 1.614 -0.534
H -2.505 1.788 -2.236
H -2.491 3.090 -1.132
```

HOMO energy = -18.45 eV
HOMO-LUMO gap = 0.36646 hartree
SMILES = CC[C@@]1(CC[NH3+])C=NC=[NH+]1
ΔE to the lowest compared entry with this formula, charge and spin = 338.2 kJ/mol
LUMO level = -8.481 eV
charge = +2

=====

Molecular formula: C7H15N3O2
Method: DFT, the ωB97M-V functional and the def2-TZVPD basis

```
27
C7H15N3O2 the ωB97M-V functional and the def2-TZVPD basis
C 1.195 0.922 -0.117
C -2.539 -0.143 -0.718
C 2.918 -0.314 0.753
C -2.093 -0.838 0.495
C -1.884 -0.443 -1.992
C 3.253 -0.307 -0.684
C 3.521 -0.943 1.744
N 1.698 0.488 0.937
N -3.333 0.817 -0.781
N 0.548 1.112 -1.106
O -4.109 1.275 0.594
O 0.968 0.576 2.076
H -1.885 -0.198 1.411
H -1.306 -1.484 0.340
H -2.875 -1.509 0.733
H -1.925 0.414 -2.616
H -2.320 -1.316 -2.404
H -0.821 -0.630 -1.917
H 4.087 -1.071 -0.808
H 3.689 0.679 -1.034
H 2.267 -0.589 -1.292
H 4.438 -1.406 1.477
H -4.970 0.858 0.627
H 3.141 -0.946 2.717
H -4.151 2.321 0.432
H 0.891 1.854 -1.763
H 1.596 0.820 2.896
```

HOMO energy = -16.93 eV
HOMO-LUMO gap = 0.33764 hartree
ΔE to the lowest compared entry with this formula, charge and spin = 656.7 kJ/mol
LUMO level = -7.743 eV
charge = +2

=====

Molecular formula: C7H15N4
Method: DFT, the ωB97M-V functional and the def2-TZVPD basis

```
26
C7H15N4 the ωB97M-V functional and the def2-TZVPD basis
C -2.401 -1.742 -1.834
C -1.304 -1.249 -2.565
C -2.170 -1.431 -0.470
C 2.255 2.596 0.546
C 0.522 -1.922 1.766
C -0.127 1.861 0.255
C -0.358 -0.127 0.680
N -0.481 -0.610 -1.618
N -1.087 -0.663 -0.379
N 1.117 2.141 -0.204
N 0.866 -0.871 0.867
H -3.201 -2.283 -2.160
H -1.065 -1.195 -3.576
H -2.640 -1.883 0.350
H 1.978 3.277 1.255
H 2.871 1.802 0.938
H 2.710 3.280 -0.075
H -0.088 -1.631 2.646
H -0.085 -2.678 1.094
H 1.528 -2.453 1.932
H -0.252 2.342 1.225
H -0.897 1.997 -0.558
H -1.054 -0.032 1.561
H 0.408 -0.167 -1.780
H 1.392 1.823 -1.186
H 1.565 -0.182 1.287
```

HOMO energy = -11.69 eV
HOMO-LUMO gap = 0.29948 hartree
ΔE to the lowest compared entry with this formula, charge and spin = 354.9 kJ/mol
LUMO level = -3.537 eV
charge = +1

=====

Molecular formula: C7H15N4OS
Method: DFT, the ωB97M-V functional and the def2-TZVPD basis

```
28
C7H15N4OS the ωB97M-V functional and the def2-TZVPD basis
C 1.318 1.550 -0.699
C 1.455 1.678 -3.208
C 0.333 1.566 1.660
C -1.493 -1.183 -0.368
C 0.648 -1.414 0.968
C -1.493 -0.781 2.096
C -0.691 -0.626 0.814
N 0.178 0.915 -0.781
N 2.416 1.781 -4.083
N 1.925 2.023 -1.817
N -0.468 0.772 0.460
O 0.320 1.395 -3.372
S 1.826 2.074 0.854
H -0.399 2.290 2.036
H 0.608 0.796 2.501
H -2.432 -0.745 -0.422
H -0.865 -0.988 -1.174
H -1.780 -2.306 -0.190
H 1.468 -1.052 0.301
H 0.464 -2.480 0.811
H 1.061 -1.264 2.004
H -0.975 -0.668 3.034
H -2.380 -0.183 2.068
H -1.815 -1.730 2.009
H 3.268 2.404 -3.918
H 2.087 1.962 -5.086
H 2.862 2.401 -1.693
H -1.296 1.259 0.200
```

HOMO energy = -13.42 eV
HOMO-LUMO gap = 0.39182 hartree
SMILES = CC(C)(C)[N@H+]1CSC(NC(N)=O)=N1
ΔE to the lowest compared entry with this formula, charge and spin = 80.2 kJ/mol
LUMO level = -2.756 eV
charge = +1

=====

Number 1: electronic energy -41440.5332 eV. Number 2: electronic energy -13948.4936 eV. Number 3: electronic energy -11953.8102 eV. Number 4: electronic energy -16043.4886 eV. Number 5: electronic energy -13452.6251 eV. Number 6: electronic energy -26337.5942 eV.